No. 1
{"formula": "C11H9NO2", "method": "ωB97M-V with the def2-TZVPD basis set", "species": ["O", "N", "O", "C", "C", "C", "C", "C", "C", "C", "C", "C", "C", "C", "H", "H", "H", "H", "H", "H", "H", "H", "H"], "positions_angstrom": [[3.34373, -0.68828, -0.92817], [2.81654, -0.37835, 0.09803], [3.19833, -0.49366, 1.22372], [1.24370, 0.36407, -0.05717], [1.06806, 1.30854, -1.21323], [0.03251, 2.07538, -0.89089], [-0.46802, 1.63455, 0.47757], [0.88227, 1.25429, 1.12771], [-1.02002, 0.23634, 0.26100], [-2.29303, -0.27355, 0.30388], [-2.46074, -1.62947, 0.02800], [-1.38030, -2.43225, -0.28280], [-0.08616, -1.91335, -0.34076], [0.07169, -0.57962, -0.06836], [1.64503, 1.27168, -2.11707], [-0.44603, 2.83643, -1.47467], [-1.10790, 2.33136, 1.00884], [1.55582, 2.10076, 1.25423], [0.78325, 0.71083, 2.06560], [-3.13908, 0.35095, 0.54890], [-3.45294, -2.05585, 0.05519], [-1.53549, -3.48047, -0.48929], [0.74877, -2.55034, -0.59027]], "nbo_charge": [-0.37, 0.57, -0.36, 0.04, -0.22, -0.16, -0.31, -0.37, 0.09, -0.24, -0.20, -0.21, -0.19, -0.09, 0.24, 0.22, 0.23, 0.23, 0.23, 0.22, 0.22, 0.22, 0.22], "homo_lumo_gap_ev": 9.9, "e_above_lowest_kcal_mol": 29.3, "lumo_energy_ev": 0.80, "smiles": "O=[N+]([O-])[C@]12C=C[C@H](C1)c1ccccc12"}

---

No. 2
{"formula": "C24H16N8Pt", "method": "ωB97M-V with the def2-TZVPD basis set", "species": ["Pt", "C", "C", "N", "C", "C", "N", "C", "C", "C", "C", "C", "N", "C", "C", "N", "C", "C", "N", "C", "C", "C", "N", "C", "C", "H", "H", "H", "H", "H", "H", "H", "H", "H", "H", "H", "H", "N", "C", "C", "C", "C", "N", "C", "C", "H", "H", "H", "H"], "positions_angstrom": [[-0.60668, 0.47768, -0.35572], [-3.11684, -2.46353, 1.57898], [-2.40693, -1.29194, 1.36984], [-1.90728, -0.99079, 0.16696], [-2.09251, -1.90407, -0.84909], [-2.78035, -3.09365, -0.57984], [-3.27839, -3.34335, 0.59839], [-1.46468, -1.56775, -2.10760], [-1.78090, -2.03505, -3.37123], [-1.13809, -1.50363, -4.50812], [-0.10224, -0.57456, -4.28581], [0.18208, -0.13690, -3.00471], [-0.50345, -0.62499, -1.93989], [1.11868, 0.88597, -2.59477], [2.25517, 1.27462, -3.31447], [3.08140, 2.17274, -2.85250], [2.85479, 2.72410, -1.66771], [1.76543, 2.33912, -0.90281], [0.88558, 1.43856, -1.35350], [-1.59344, -1.83787, -5.86907], [-2.67500, -2.70356, -6.08820], [-3.12211, -2.92741, -7.38281], [-2.54327, -2.33936, -8.39591], [-1.51629, -1.54288, -8.26118], [-1.00127, -1.26115, -7.00281], [-3.56445, -2.70393, 2.53027], [-2.24529, -0.58634, 2.17282], [-2.90470, -3.84294, -1.34829], [-2.56947, -2.76234, -3.46028], [0.44741, -0.13661, -5.10243], [2.48149, 0.82530, -4.26994], [3.55489, 3.47742, -1.33866], [1.59432, 2.76284, 0.07744], [-3.19598, -3.19268, -5.28314], [-3.95762, -3.58353, -7.59088], [-1.09250, -1.11315, -9.15933], [-0.16796, -0.58396, -6.93850], [-2.83384, 5.94361, 4.06867], [-2.43507, 5.05434, 3.47182], [-1.96462, 3.96561, 2.68682], [-0.92232, 3.14178, 3.11736], [-0.50086, 2.11211, 2.29376], [-1.04698, 1.86612, 1.09801], [-2.05842, 2.65334, 0.68965], [-2.54429, 3.70273, 1.44023], [-0.45307, 3.30573, 4.07476], [0.30609, 1.46503, 2.61122], [-2.49252, 2.42762, -0.28533], [-3.35647, 4.30717, 1.06475]], "nbo_charge": [0.86, 0.04, 0.04, -0.41, 0.11, 0.07, -0.30, 0.26, -0.23, 0.20, -0.21, 0.18, -0.44, 0.13, 0.07, -0.30, 0.04, 0.04, -0.41, -0.12, -0.20, 0.06, -0.36, 0.06, -0.20, 0.25, 0.23, 0.23, 0.25, 0.25, 0.23, 0.25, 0.23, 0.21, 0.22, 0.22, 0.21, -0.15, 0.20, -0.05, -0.19, 0.06, -0.49, 0.04, -0.17, 0.27, 0.23, 0.23, 0.27], "charge": 2, "homo_lumo_gap_ev": 6.5, "lumo_energy_ev": -7.81}

---

No. 3
{"formula": "C31H26BeI2N2OSSb", "method": "ωB97M-V with the def2-TZVPD basis set", "species": ["Be", "I", "C", "C", "C", "I", "C", "O", "C", "C", "N", "C", "C", "C", "C", "C", "C", "N", "C", "H", "H", "H", "H", "H", "H", "H", "H", "H", "H", "H", "S", "Sb", "C", "C", "C", "C", "C", "C", "C", "C", "C", "C", "C", "C", "C", "C", "C", "C", "C", "C", "H", "H", "H", "H", "H", "H", "H", "H", "H", "H", "H", "H", "H", "H", "H"], "positions_angstrom": [[0.44123, 1.39171, -1.18550], [4.85053, -2.45938, -5.20993], [3.25526, -1.78591, -3.97089], [1.93873, -2.14048, -4.24008], [0.89159, -1.36283, -3.80370], [-0.92827, -1.75565, -4.67370], [1.17036, -0.42268, -2.72661], [0.19511, 0.14313, -2.05588], [2.55554, -0.18789, -2.30663], [2.96239, 0.68756, -1.22320], [2.11159, 1.93706, -1.00240], [2.19741, 3.05337, -1.90223], [0.90000, 3.30674, -2.64094], [0.78028, 4.07434, -3.78315], [-0.47656, 4.45315, -4.24461], [-1.58717, 4.03845, -3.49821], [-1.40271, 3.17349, -2.42723], [-0.17125, 2.67458, -2.13556], [3.56717, -0.97320, -2.95322], [1.73719, -2.94346, -4.92747], [2.93815, 0.10763, -0.26932], [4.10257, 0.96410, -1.33827], [2.31915, 2.18987, -0.04485], [2.44970, 3.97535, -1.35108], [2.84529, 3.01650, -2.77224], [1.63913, 4.28768, -4.47218], [-0.57330, 5.00871, -5.16518], [-2.57732, 4.28155, -3.82302], [-2.24676, 2.80345, -1.84907], [4.54995, -1.09243, -2.50364], [-0.24870, 1.71236, 0.89742], [-0.64974, -0.32482, 1.95322], [-2.37561, 0.02516, 3.26658], [-3.12238, 1.15153, 3.06137], [-4.39145, 1.30829, 3.68489], [-4.88098, 0.30626, 4.50408], [-4.18629, -0.86268, 4.57746], [-2.97765, -1.03409, 3.93925], [1.03419, -0.54885, 3.23319], [1.31019, -1.89641, 3.52377], [2.55931, -2.30255, 3.86676], [3.56325, -1.41779, 4.25457], [3.24672, -0.02506, 4.13313], [2.11026, 0.37436, 3.45032], [-1.58198, -1.80276, 0.58771], [-2.88418, -1.57436, 0.14228], [-3.53323, -2.61200, -0.53725], [-2.82320, -3.86662, -0.77287], [-1.46989, -3.87254, -0.50520], [-0.84293, -2.86913, 0.23500], [-2.69432, 1.97311, 2.45705], [-4.94698, 2.21806, 3.38830], [-5.85483, 0.34563, 5.01048], [-4.51932, -1.81044, 4.99114], [-2.39145, -1.96477, 4.08443], [0.49302, -2.64196, 3.48204], [2.78597, -3.33933, 3.70599], [4.52094, -1.81188, 4.67938], [4.03277, 0.64740, 4.43121], [2.02003, 1.43126, 3.17159], [-3.38070, -0.58110, 0.27191], [-4.52268, -2.48758, -0.95399], [-3.25989, -4.73233, -1.25049], [-0.79607, -4.67757, -0.87203], [0.22280, -2.88131, 0.40729]], "nbo_charge": [1.63, 0.14, -0.16, -0.24, -0.25, 0.20, 0.34, -0.96, -0.18, -0.23, -0.78, -0.28, 0.24, -0.25, -0.11, -0.25, 0.08, -0.64, -0.22, 0.24, 0.22, 0.22, 0.43, 0.24, 0.24, 0.24, 0.24, 0.24, 0.23, 0.23, -0.90, 1.67, -0.32, -0.24, -0.19, -0.20, -0.20, -0.23, -0.36, -0.22, -0.22, -0.17, -0.20, -0.22, -0.23, -0.26, -0.17, -0.18, -0.18, -0.26, 0.23, 0.23, 0.23, 0.23, 0.21, 0.22, 0.23, 0.24, 0.23, 0.24, 0.24, 0.23, 0.24, 0.23, 0.23], "charge": 1, "homo_lumo_gap_ev": 7.0, "e_above_lowest_kcal_mol": 26.9, "lumo_energy_ev": -2.88}

---

No. 4
{"formula": "C25H55CdNO2Si2", "method": "ωB97M-V with the def2-TZVPD basis set", "species": ["O", "O", "C", "C", "H", "H", "H", "H", "H", "C", "C", "H", "H", "H", "H", "H", "C", "C", "C", "H", "H", "H", "H", "H", "C", "H", "H", "H", "H", "H", "H", "Cd", "C", "Si", "H", "H", "C", "C", "C", "C", "Si", "H", "H", "C", "C", "C", "H", "H", "H", "H", "H", "H", "H", "H", "H", "H", "H", "H", "H", "H", "H", "H", "H", "H", "C", "N", "C", "C", "C", "C", "C", "C", "C", "C", "H", "H", "H", "H", "H", "H", "H", "H", "H", "H", "H", "H"], "positions_angstrom": [[-0.50488, -1.11077, -2.36192], [0.61957, 0.59624, -3.56242], [0.24816, -2.31687, -2.75249], [-0.46295, -3.54392, -2.22832], [1.24416, -2.18798, -2.28852], [0.29594, -2.31208, -3.85514], [-0.53333, -3.52701, -1.13035], [0.13600, -4.40356, -2.53639], [-1.46670, -3.64168, -2.66914], [-1.79028, -0.90076, -3.05769], [-1.75256, -1.11742, -4.55774], [-2.07939, 0.13811, -2.80938], [-2.48311, -1.58978, -2.55096], [-0.98586, -0.52467, -5.08891], [-2.72743, -0.79794, -4.94322], [-1.64957, -2.18474, -4.79743], [0.11533, 2.01637, -3.40484], [1.96221, 0.31444, -4.17647], [-0.76825, 2.36124, -4.58112], [1.00810, 2.65378, -3.31557], [-0.44559, 1.97122, -2.46423], [-0.22156, 2.29770, -5.53479], [-1.11324, 3.39167, -4.44014], [-1.65425, 1.70503, -4.61964], [1.89691, 0.58188, -5.66710], [2.12055, -0.74634, -3.95965], [2.70092, 0.93640, -3.64479], [1.04484, 0.06419, -6.14464], [2.81847, 0.18900, -6.11318], [1.83842, 1.66136, -5.87222], [0.22861, -0.11005, -2.82685], [-0.27629, 0.03343, 1.45108], [1.62899, -0.00817, 0.16753], [3.46424, 0.41856, 0.25885], [1.38440, -1.07557, 0.06950], [0.97084, 0.64441, -0.42862], [4.42163, -0.77979, -0.82365], [4.24734, 0.23906, 1.95302], [3.71896, 2.20792, -0.25211], [-1.96803, -1.18925, 0.92329], [-3.44170, -0.03915, 0.74475], [-1.84985, -1.42958, 1.98726], [-1.92369, -2.11183, 0.32191], [-4.64201, -0.85350, -0.43276], [-2.97920, 1.68301, 0.15131], [-4.24482, 0.04820, 2.43625], [3.14042, 2.44690, -1.15138], [4.78642, 2.34230, -0.46320], [3.43053, 2.88864, 0.55920], [4.06657, -1.80188, -0.63776], [5.47973, -0.70267, -0.54021], [4.28032, -0.52424, -1.88035], [3.92588, -0.66776, 2.47064], [4.02835, 1.11032, 2.57528], [5.33100, 0.18004, 1.80953], [-3.36634, 1.82042, -0.86787], [-1.89254, 1.86048, 0.14035], [-3.45161, 2.42182, 0.81400], [-5.16854, 0.62808, 2.35054], [-3.58780, 0.51896, 3.17562], [-4.48008, -0.96452, 2.78799], [-5.62817, -0.42258, -0.22396], [-4.66700, -1.93431, -0.24549], [-4.35541, -0.66454, -1.47322], [2.53956, 0.75349, 4.46307], [1.56591, 0.43920, 3.40649], [1.31306, -1.03324, 3.49746], [0.46990, 1.48760, 3.52648], [-0.62438, 0.90070, 4.35644], [-0.90159, 1.18688, 5.69278], [-1.78071, 0.37620, 6.38107], [-2.37071, -0.74940, 5.75021], [-2.04478, -1.05371, 4.40648], [-1.26840, -0.17354, 3.74911], [3.38048, 0.01558, 4.39899], [1.95462, 0.67414, 5.42359], [2.87454, 1.81310, 4.27715], [0.90214, -1.28833, 4.49125], [0.67999, -1.56166, 2.74224], [2.30699, -1.51525, 3.40009], [0.91270, 2.39608, 3.98881], [0.05784, 1.85821, 2.52711], [-0.36942, 2.04133, 6.17514], [-2.03357, 0.57725, 7.42826], [-3.07656, -1.39799, 6.26173], [-2.50941, -1.93290, 3.88398]], "mulliken_charge": [-0.58, 0.20, -0.25, -1.42, 0.17, 0.40, 0.26, 0.43, 0.32, 0.31, -1.49, 0.08, 0.47, 0.06, 0.48, 0.37, -0.14, 0.06, -1.08, 0.43, 0.11, 0.26, 0.45, 0.21, -1.29, 0.27, 0.18, 0.27, 0.42, 0.32, 0.36, 2.11, -1.20, -0.07, 0.23, 0.11, -0.98, -0.89, -0.94, -0.38, 0.47, 0.07, 0.13, -1.03, -1.12, -1.05, 0.16, 0.31, 0.34, 0.27, 0.35, 0.18, 0.15, 0.13, 0.49, 0.32, 0.19, 0.39, 0.42, 0.18, 0.23, 0.36, 0.26, 0.20, -1.47, 0.65, -1.26, -2.00, 1.35, -0.35, -0.65, -0.60, -1.06, 0.07, 0.48, 0.44, 0.32, 0.40, 0.22, 0.46, 0.57, -0.01, 0.31, 0.33, 0.40, 0.34], "homo_lumo_gap_ev": 5.3, "e_above_lowest_kcal_mol": 87.3, "lumo_energy_ev": -0.14}

---

No. 5
{"formula": "C5H8N2", "method": "ωB97M-V with the def2-TZVPD basis set", "species": ["C", "N", "C", "C", "C", "C", "N", "H", "H", "H", "H", "H", "H", "H", "H"], "positions_angstrom": [[1.02706, 1.80345, -1.62864], [0.69528, 0.46927, -1.08257], [-0.01203, 0.47148, 0.01408], [-0.45111, -0.73580, 0.53162], [-1.07558, -0.91382, 1.87077], [-0.04471, -1.78433, -0.30975], [0.44536, -1.60934, -1.48145], [0.56472, 1.99853, -2.59893], [2.11133, 1.92373, -1.73003], [0.68265, 2.60098, -0.94341], [-0.24467, 1.40455, 0.53405], [-1.45341, -1.93436, 1.98021], [-1.92754, -0.23220, 1.96067], [-0.37731, -0.70791, 2.68877], [0.05996, -2.75422, 0.19462]], "nbo_charge": [-0.43, -0.31, 0.05, -0.16, -0.62, -0.08, -0.13, 0.21, 0.21, 0.19, 0.19, 0.22, 0.22, 0.21, 0.24], "homo_lumo_gap_ev": [7.8, 7.1], "e_above_lowest_kcal_mol": 92.1, "lumo_energy_ev": [-0.09, -0.79]}

---

No. 6
{"formula": "C5H12N", "method": "ωB97M-V with the def2-TZVPD basis set", "species": ["C", "C", "C", "C", "C", "N", "H", "H", "H", "H", "H", "H", "H", "H", "H", "H", "H", "H"], "positions_angstrom": [[-1.93995, 0.85209, 0.74085], [-0.93713, 0.17822, 0.08388], [-1.13306, -1.11413, -0.78042], [0.49554, 0.51211, 0.34940], [1.29487, -0.69882, 0.86562], [1.27749, 0.93337, -0.97771], [-1.56199, 1.49223, 1.44963], [-2.94284, 0.62492, 0.58983], [-0.34020, -1.12897, -1.40589], [-1.99999, -1.03385, -1.32774], [-1.19226, -1.98988, -0.18720], [0.48500, 1.32959, 0.93924], [1.35788, -1.51447, 0.14643], [0.72132, -1.07655, 1.60326], [2.22942, -0.35438, 1.44474], [2.25985, 0.53724, -0.76798], [1.27463, 1.93890, -1.12649], [0.65142, 0.51238, -1.63946]], "nbo_charge": [-0.29, -0.04, -0.64, -0.05, -0.67, -0.72, 0.20, 0.23, 0.17, 0.24, 0.24, 0.22, 0.24, 0.25, 0.25, 0.47, 0.44, 0.45], "charge": 1, "homo_lumo_gap_ev": 10.4, "e_above_lowest_kcal_mol": 53.1, "lumo_energy_ev": -3.56, "smiles": "C=C(C)[C@@H](C)[NH3+]"}